# 1
10
Properties=species:S:1:pos:R:3:forces:R:3 method="wB97M-V/def2-TZVPD" relative_energy_ev=4.533 homo_energy_ev=-2.0 smiles=[O-]NCCF charge=-1 total_energy_ev=-8407.110 gap_ev=6.5872
F 1.493 1.205 1.350 -1.240 -1.022 -0.944
O 0.439 -0.339 -2.086 -0.549 -0.535 0.447
N -0.688 -0.550 -1.307 -0.170 1.042 1.854
C 0.738 0.218 0.495 1.703 1.153 -2.158
C -0.622 0.507 -0.003 0.426 -1.486 -1.338
H -0.795 1.500 -0.382 -0.144 0.273 -0.134
H 0.640 -0.695 1.050 0.774 -0.384 0.519
H -1.340 0.118 0.682 -1.162 0.154 0.410
H -0.670 -1.474 -0.738 0.597 1.077 -1.034
H 1.253 0.154 -0.613 -0.234 -0.273 2.377

***

# 2
83
Properties=species:S:1:pos:R:3:forces:R:3 method="wB97M-V/def2-TZVPD" relative_energy_ev=1.045 homo_energy_ev="-6.3 / -7.0" s2=2.067 multiplicity=3 total_energy_ev=-157817.721 gap_ev="5.4796 / 6.1008"
Mo 0.306 -0.264 0.344 -0.827 -0.203 0.755
Br -2.185 -6.329 2.106 -0.028 -0.052 0.024
S 3.832 -2.337 -2.223 -0.189 0.106 0.138
S -0.055 -0.034 2.915 0.121 -0.147 -0.313
S -1.763 1.397 0.643 0.235 -0.150 -0.199
O 2.927 3.100 0.063 -0.025 -0.042 0.081
O -1.788 -1.012 -3.342 -0.073 -0.077 0.081
N -1.135 -1.147 -1.188 0.049 -0.085 0.121
N -0.117 2.753 5.327 0.059 0.013 -0.015
N 0.433 0.954 -1.320 0.144 0.205 -0.209
N 1.884 -1.285 -0.522 0.203 0.250 -0.085
N -0.056 -2.388 1.136 0.090 0.120 -0.044
N -2.108 4.692 2.385 -0.063 0.002 -0.020
N 1.794 1.313 0.833 0.137 -0.192 0.048
C -4.444 1.494 1.525 0.056 0.013 0.055
C 0.561 -3.601 0.548 -0.057 0.136 0.022
C -5.607 0.646 2.034 -0.016 -0.029 -0.001
C -1.323 2.250 2.120 -0.024 0.064 0.110
C 5.009 -1.048 4.098 0.011 0.013 0.042
C 4.611 -1.323 2.800 -0.021 -0.007 -0.051
C 0.816 2.421 -3.683 -0.093 -0.139 0.053
C -0.351 2.237 4.327 -0.127 -0.141 -0.097
C 1.574 2.694 -2.532 0.068 0.074 0.052
C -1.680 -5.806 -2.068 0.038 -0.013 -0.024
C 0.105 -4.828 1.289 -0.065 -0.059 0.018
C 0.544 -4.968 -1.567 -0.004 -0.044 -0.049
C -2.043 -2.299 -1.378 0.022 -0.038 -0.021
C 1.371 1.951 -1.400 0.011 -0.083 0.014
C 2.710 -1.689 -1.252 0.180 -0.233 -0.093
C -2.194 -2.331 -2.908 -0.003 0.101 -0.075
C 3.392 0.747 2.714 -0.076 0.044 0.105
C -0.011 -3.743 -0.907 0.027 -0.014 -0.060
C -1.549 -3.659 -0.804 -0.008 -0.003 -0.045
C -1.763 3.599 2.281 0.149 -0.132 0.002
C -1.085 -0.509 -2.320 0.175 0.357 -0.195
C -2.290 -4.774 -1.495 0.021 -0.033 0.000
C -0.096 1.380 -3.638 0.048 0.097 -0.137
C -1.938 -3.754 0.737 -0.033 0.126 -0.023
C 2.060 2.110 -0.140 -0.013 0.067 -0.211
C 4.601 0.132 4.707 0.017 -0.035 -0.026
C 3.806 -0.428 2.106 0.087 0.037 -0.029
C 3.399 2.937 1.428 -0.012 0.022 -0.122
C -0.637 1.567 3.077 0.021 0.282 0.129
C -1.213 -4.920 1.345 0.093 -0.004 -0.006
C -0.219 -5.913 -2.108 -0.029 0.061 0.054
C -0.267 0.655 -2.471 -0.179 -0.226 0.152
C -1.314 -2.527 1.308 0.122 0.082 -0.045
C 2.551 1.782 2.010 -0.092 0.034 -0.009
C -4.857 2.329 0.322 -0.040 0.032 -0.037
C -3.270 0.568 1.215 -0.134 -0.107 0.025
C 3.795 1.022 4.018 -0.066 -0.045 0.033
H -3.017 -3.797 0.864 0.006 0.009 0.007
H -4.059 2.992 -0.012 0.023 -0.005 0.009
H -0.673 1.103 -4.510 -0.014 -0.004 0.009
H -2.271 -6.591 -2.524 -0.001 -0.012 0.000
H 4.929 -2.237 2.315 0.001 -0.011 -0.002
H 0.957 2.992 -4.587 0.009 0.012 -0.008
H 4.459 2.692 1.389 -0.014 -0.003 0.005
H -3.009 -2.069 -0.907 -0.004 0.023 -0.009
H -5.960 -0.033 1.253 0.003 -0.006 -0.015
H 0.797 -5.571 1.655 0.016 -0.006 0.011
H 2.316 3.480 -2.518 0.009 -0.004 0.013
H 1.638 -3.475 0.525 -0.007 -0.040 0.019
H -6.448 1.275 2.328 0.003 0.020 -0.004
H 3.247 3.885 1.940 0.037 -0.025 0.026
H 0.229 -6.769 -2.593 -0.001 -0.013 -0.015
H 0.363 -2.884 -1.464 -0.002 -0.001 0.039
H -5.721 2.947 0.567 -0.006 0.005 0.004
H -5.319 0.046 2.898 0.007 0.002 0.013
H -1.523 -3.058 -3.370 0.003 -0.012 0.036
H -3.374 -4.721 -1.476 -0.017 0.007 0.032
H -3.013 -0.029 2.093 0.019 0.045 0.018
H -3.533 -0.116 0.400 0.030 0.021 -0.007
H 3.455 1.927 4.509 -0.018 0.019 -0.009
H 3.504 -0.647 1.094 -0.033 -0.021 -0.075
H -1.878 -1.709 1.737 -0.033 -0.035 0.038
H -3.210 -2.498 -3.253 0.013 -0.041 0.010
H 5.633 -1.749 4.636 0.005 -0.001 0.002
H 1.625 -5.032 -1.615 0.014 0.021 -0.001
H 4.902 0.353 5.723 0.004 0.004 0.015
H -4.138 2.167 2.333 0.001 0.007 -0.015
H 1.829 2.168 2.732 0.060 0.057 -0.009
H -5.135 1.684 -0.516 -0.001 -0.015 -0.011

***

# 3
17
Properties=species:S:1:pos:R:3:forces:R:3 method="wB97M-V/def2-TZVPD" relative_energy_ev=6.400 homo_energy_ev="-8.1 / -8.1" total_energy_ev=-9436.643 gap_ev="8.3222 / 8.3214"
O 0.506 -0.787 0.034 0.112 -0.316 0.088
O 2.768 -1.191 0.635 0.139 0.389 -0.082
C -1.495 0.460 -0.516 0.030 0.072 -0.027
C -2.407 -0.753 -0.356 -0.047 -0.045 0.027
C 0.950 1.045 0.084 -0.134 0.308 0.053
C -0.282 0.323 0.384 -0.064 0.200 -0.034
C 3.108 -0.030 0.279 0.118 -0.407 0.139
H -3.229 -0.735 -1.078 0.116 0.004 0.099
H 1.683 -1.153 0.516 -0.116 0.064 -0.106
H -1.832 -1.672 -0.509 -0.115 0.114 0.003
H 1.460 1.616 0.848 -0.047 -0.136 -0.127
H 4.220 0.064 0.357 -0.146 0.023 -0.019
H -1.147 0.535 -1.555 -0.026 -0.012 0.142
H -0.572 0.336 1.447 0.050 -0.032 -0.151
H -2.842 -0.788 0.649 0.059 -0.002 -0.132
H 1.143 1.341 -0.940 -0.019 -0.103 0.145
H -2.032 1.388 -0.279 0.091 -0.123 -0.018

***

# 4
71
Properties=species:S:1:pos:R:3:forces:R:3 method="wB97M-V/def2-TZVPD" relative_energy_ev=0.000 homo_energy_ev=-5.8 total_energy_ev=-106262.862 gap_ev=5.9098
Lu 0.084 -0.670 0.074 -1.317 -0.584 1.018
Cl 0.039 -3.197 0.165 -0.100 -1.173 1.095
S -3.258 -0.337 0.233 1.086 -0.691 -0.201
F -5.738 0.131 -0.725 0.928 0.192 0.087
F -4.093 0.707 -2.054 -0.439 0.008 0.833
F -4.575 1.922 -0.292 0.031 -0.891 -0.370
O 0.016 1.513 0.619 0.419 1.705 -0.068
O -3.122 0.357 1.489 -0.314 0.084 -0.327
O -0.549 -1.133 2.200 -1.192 -0.841 0.829
O -3.757 -1.690 0.287 -0.124 0.745 -0.217
O 2.095 -0.436 0.932 2.201 2.040 -0.023
O 1.510 3.290 -2.633 -0.590 -1.454 -1.520
O -2.015 -0.223 -0.620 -1.295 0.177 0.753
N 4.157 0.513 1.255 0.025 0.307 -0.037
N -1.918 -2.342 3.596 0.253 0.250 0.302
N -0.972 3.415 -0.191 0.157 -0.229 0.463
C 5.020 1.693 1.172 -0.065 0.034 -0.083
C 2.905 0.541 0.810 -1.102 -1.823 0.239
C -4.497 0.646 -0.757 -0.314 0.529 -0.703
C -1.182 1.735 -3.695 0.031 0.974 -0.100
C -2.194 1.911 -4.641 0.142 -0.270 -0.164
C -0.070 -1.949 -2.711 0.623 -0.971 -0.371
C -1.225 -1.917 4.809 -0.092 -0.105 0.299
C -0.969 4.348 -1.303 0.656 0.534 0.171
C 0.089 2.641 0.076 -0.559 -0.506 -0.163
C -2.125 3.500 0.705 -0.258 -0.340 -0.077
C -1.876 2.090 -5.997 -0.062 -0.401 0.449
C 0.431 1.594 -5.489 -0.032 0.761 0.058
C 2.291 -1.643 -1.905 0.885 -1.025 -0.531
C -1.483 -1.966 2.404 0.952 0.741 -0.349
C 0.139 1.873 -4.148 0.375 -0.232 0.551
C 0.026 -3.198 -3.566 0.582 0.689 -0.711
C 0.817 -1.707 -1.723 -0.573 3.784 -2.200
C 1.280 2.231 -3.217 0.366 -1.009 1.450
C -3.028 -3.292 3.694 0.312 -0.070 -0.208
C -0.573 1.832 -6.427 -0.267 -0.406 -0.062
C 4.678 -0.686 1.899 -0.086 -0.124 0.078
H 1.075 3.062 -0.218 -0.518 -0.288 -0.344
H 0.073 -2.909 -4.634 -0.043 -0.479 0.135
H 5.961 1.464 0.650 -0.361 -0.065 0.104
H -1.971 -2.443 1.551 -0.131 0.021 0.275
H -0.030 4.220 -1.852 -0.463 0.284 0.078
H -2.152 2.654 1.399 0.036 0.144 -0.223
H 1.910 1.341 -2.938 0.062 0.445 -0.455
H -1.039 5.372 -0.917 -0.131 -0.071 -0.220
H -0.364 1.774 -7.495 0.020 -0.063 0.261
H 2.856 -2.268 -1.214 0.270 -0.232 0.000
H -0.553 -1.081 4.581 -0.227 -0.331 -0.012
H -3.593 -3.109 4.609 0.057 0.087 -0.113
H -1.949 -1.610 5.573 0.018 0.092 -0.283
H -1.401 1.514 -2.636 0.048 0.510 -0.542
H 2.591 -1.824 -2.945 0.149 -0.584 0.032
H -1.806 4.140 -1.989 0.216 -0.008 0.354
H 0.934 -3.766 -3.286 -0.515 0.137 -0.267
H -0.870 -3.820 -3.415 0.316 0.093 0.004
H 5.639 -0.966 1.453 -0.217 0.098 0.017
H 5.273 2.082 2.170 -0.181 -0.221 -0.232
H -2.644 -4.320 3.712 -0.143 0.140 0.029
H -0.657 -2.748 5.259 -0.045 0.192 -0.348
H -3.680 -3.157 2.826 0.103 -0.088 0.194
H -0.986 -1.377 -2.903 -0.240 -0.398 0.902
H 4.488 2.472 0.616 0.175 -0.103 0.106
H -2.062 4.450 1.255 0.038 -0.199 -0.079
H 2.592 1.457 0.293 0.170 -0.064 0.182
H -2.676 2.287 -6.711 0.284 -0.025 0.145
H 3.942 -1.477 1.746 0.234 0.021 0.100
H -3.230 1.893 -4.315 0.101 -0.016 -0.091
H 2.686 -0.619 -1.763 -0.325 -0.085 0.284
H 4.823 -0.517 2.973 -0.055 0.007 -0.213
H -3.047 3.509 0.118 0.211 -0.057 0.150
H 1.421 1.213 -5.755 -0.156 0.696 -0.117

***

# 5
42
Properties=species:S:1:pos:R:3:forces:R:3 method="wB97M-V/def2-TZVPD" relative_energy_ev=0.238 homo_energy_ev=-9.0 smiles="O=C(COC(=O)CCSc1ccccc1)NCc1ccccc1Cl" total_energy_ev=-49949.729 gap_ev=9.4963
Cl 3.114 -0.231 -1.427 0.136 0.073 -0.107
S -0.207 1.084 0.962 -0.110 0.255 0.295
O -1.376 0.885 -2.248 -0.236 -0.447 -0.015
O 0.513 -1.783 -3.690 0.149 -0.115 -0.365
O -0.263 2.819 -2.530 0.097 0.045 -0.018
N 0.141 -1.165 -1.547 -0.081 -0.039 0.492
C -3.331 -1.288 1.938 -0.073 -0.114 0.034
C 3.284 -0.251 1.257 0.011 0.017 -0.124
C 1.623 -1.715 0.278 0.040 0.010 -0.105
C -1.064 2.148 -1.939 -0.187 0.416 0.327
C -0.678 0.260 -3.319 0.426 -0.075 -0.573
C 1.259 -2.110 1.559 0.054 0.017 -0.076
C 2.642 -0.773 0.147 -0.026 -0.115 0.247
C -2.233 -0.752 1.288 -0.014 0.043 0.039
C -3.837 -0.678 3.072 -0.055 -0.057 0.007
C 0.894 -2.237 -0.926 -0.012 -0.156 -0.249
C 2.906 -0.663 2.523 -0.023 -0.027 0.035
C -1.833 2.604 -0.714 0.128 0.018 -0.093
C -0.874 2.715 0.467 0.009 -0.417 0.015
C 0.064 -1.007 -2.876 -0.531 0.435 0.125
C -3.236 0.468 3.567 -0.034 0.065 0.069
C -2.132 1.004 2.930 -0.070 -0.023 0.060
C 1.893 -1.593 2.674 0.009 0.023 0.122
C -1.640 0.399 1.783 0.418 0.217 -0.296
H 0.050 0.962 -3.743 -0.131 -0.193 0.056
H 4.069 0.476 1.126 0.075 0.070 -0.040
H 0.465 -2.832 1.679 -0.099 -0.078 -0.019
H 0.215 -3.046 -0.631 0.168 0.013 -0.012
H -2.257 3.589 -0.919 -0.020 -0.041 -0.076
H -0.182 -0.426 -0.934 -0.013 0.016 -0.190
H 1.591 -1.912 3.660 -0.024 -0.028 0.091
H -3.795 -2.183 1.551 -0.050 -0.080 -0.030
H -1.368 3.156 1.332 0.066 0.078 -0.048
H -1.400 -0.011 -4.094 0.113 -0.005 0.150
H -3.622 0.943 4.457 -0.040 0.030 0.081
H -2.632 1.894 -0.496 0.005 0.094 0.017
H 3.402 -0.252 3.388 0.048 0.042 0.072
H -4.697 -1.095 3.574 -0.073 -0.039 0.038
H -0.003 3.310 0.197 -0.034 0.067 0.051
H -1.648 1.886 3.325 0.059 0.068 0.034
H 1.586 -2.624 -1.681 -0.098 -0.019 0.123
H -1.841 -1.221 0.399 0.020 -0.044 -0.146

***

# 6
92
Properties=species:S:1:pos:R:3:forces:R:3 method="wB97M-V/def2-TZVPD" relative_energy_ev=0.000 homo_energy_ev="-6.9 / -7.6" s2=2.008 multiplicity=3 total_energy_ev=-232078.187 gap_ev="6.9709 / 7.6362"
Se -4.882 -1.703 -0.103 -0.003 -0.002 -0.009
Se -3.080 0.812 -1.991 -0.049 -0.028 -0.007
Ni -0.885 0.162 -0.498 0.103 0.024 0.005
S 0.128 0.258 -2.557 -0.021 -0.006 -0.008
Si 1.921 0.474 -1.537 0.052 -0.045 -0.056
O -2.949 3.066 2.013 -0.013 -0.001 0.013
O 2.733 -0.933 -1.659 0.044 0.023 0.032
O 2.854 1.732 -2.028 0.008 -0.009 -0.006
O 1.539 0.791 0.058 -0.123 0.024 -0.008
O -1.776 1.652 0.794 0.112 -0.002 0.123
N -4.421 1.309 3.208 0.010 0.015 0.000
C 0.155 -3.665 0.462 0.016 0.010 -0.019
C -4.946 0.894 -1.384 0.000 -0.007 -0.013
C -6.436 -2.864 0.019 -0.001 -0.001 0.000
C 3.190 2.208 -3.341 -0.002 0.001 0.000
C 3.281 1.058 -4.339 0.000 0.002 0.003
C 3.916 -1.479 -1.063 -0.012 -0.001 -0.007
C 3.632 -1.791 0.398 -0.010 -0.003 0.002
C 1.662 -4.075 2.297 -0.001 -0.007 -0.003
C 1.830 1.943 0.885 0.054 -0.008 0.018
C -5.706 -0.415 -1.315 -0.001 0.006 0.007
C 0.434 -2.010 2.153 0.011 -0.033 0.027
C 1.169 3.184 0.298 -0.004 0.003 -0.012
C 4.543 2.892 -3.196 -0.002 0.001 0.004
C -0.213 -2.420 0.982 0.015 0.005 -0.014
C -3.232 -0.606 -3.305 0.008 0.008 -0.003
C 2.127 3.211 -3.772 -0.012 0.002 0.003
C -3.331 -0.275 4.618 -0.004 -0.012 0.003
C 3.337 2.146 1.006 0.016 -0.014 -0.017
C 4.196 -2.765 -1.828 -0.009 -0.005 -0.003
C -2.354 0.128 3.518 0.008 0.008 0.009
C -4.313 0.890 4.624 0.004 -0.004 -0.007
C -1.288 -1.606 0.349 -0.020 -0.007 -0.006
C -3.283 0.745 2.457 0.006 0.021 0.023
C 1.263 1.616 2.259 0.002 0.005 0.012
C 1.074 -4.481 1.106 -0.001 0.000 0.000
C 5.090 -0.516 -1.201 -0.005 0.007 0.008
C 1.342 -2.826 2.810 -0.014 0.015 -0.004
C -2.593 1.844 1.673 -0.087 0.001 -0.100
H -5.785 -0.872 -2.301 0.003 -0.002 -0.007
H 3.342 -3.438 -1.741 0.004 0.002 -0.001
H -6.717 -0.227 -0.950 -0.003 0.004 -0.001
H 0.094 3.038 0.197 0.005 0.006 0.004
H 1.815 -2.477 3.721 -0.002 -0.003 0.000
H 3.777 2.378 0.039 -0.003 0.003 0.008
H 4.862 3.321 -4.148 -0.003 -0.003 0.004
H 2.318 0.556 -4.445 -0.003 0.000 0.001
H -3.512 -1.539 -2.822 -0.005 -0.002 0.000
H 1.150 2.729 -3.819 0.005 0.002 0.001
H -7.283 -2.330 0.445 -0.002 0.002 0.000
H 2.076 4.033 -3.056 0.000 -0.004 -0.007
H -6.167 -3.693 0.668 -0.001 -0.004 0.002
H -2.083 -1.435 1.083 0.002 0.006 0.011
H 2.373 -4.714 2.805 0.000 0.000 -0.001
H 0.190 1.439 2.196 0.000 -0.007 -0.007
H -5.295 0.637 5.018 -0.002 0.002 0.003
H -0.310 -4.003 -0.458 0.002 -0.001 0.004
H -5.462 1.574 -2.062 -0.006 0.008 -0.003
H 2.368 3.622 -4.754 -0.002 0.000 0.002
H 1.743 0.719 2.655 0.009 0.009 0.004
H 5.288 -0.298 -2.252 0.000 0.000 -0.001
H -1.784 -0.704 3.116 0.010 -0.008 -0.007
H 1.326 -5.444 0.678 0.000 0.000 0.003
H 3.578 1.442 -5.317 -0.002 -0.001 0.006
H -2.237 -0.703 -3.734 -0.007 -0.004 0.002
H -3.605 -0.016 1.745 -0.003 -0.008 -0.005
H -3.686 2.924 2.662 -0.013 0.008 -0.020
H -6.690 -3.250 -0.966 0.000 0.000 0.000
H -3.919 1.718 5.218 0.003 0.001 0.000
H -1.649 0.876 3.891 -0.002 -0.002 0.002
H 4.480 3.692 -2.457 0.001 -0.001 -0.002
H 4.891 0.424 -0.688 -0.001 -0.001 -0.003
H 1.590 3.405 -0.683 -0.007 0.000 0.020
H 1.341 4.041 0.952 -0.001 -0.003 0.003
H 5.082 -3.264 -1.431 -0.003 0.002 -0.002
H -4.904 1.375 -0.405 0.001 -0.001 0.006
H 5.988 -0.963 -0.768 -0.009 0.000 -0.001
H 0.225 -1.025 2.552 -0.017 0.012 0.000
H -3.943 -0.327 -4.078 -0.002 0.004 -0.001
H 3.537 2.974 1.689 0.000 -0.001 -0.002
H -1.740 -2.179 -0.465 -0.024 0.001 0.010
H 1.442 2.444 2.947 -0.011 -0.004 -0.004
H 4.019 0.323 -4.017 -0.003 0.002 -0.001
H 4.488 -2.289 0.859 -0.003 0.005 -0.007
H -5.294 0.998 2.805 0.005 -0.012 -0.005
H 3.411 -0.882 0.957 0.004 -0.007 -0.003
H 3.812 1.250 1.411 -0.001 0.012 0.000
H 5.296 2.175 -2.866 0.004 -0.002 0.001
H 4.358 -2.546 -2.885 -0.001 -0.001 0.003
H -2.845 -0.429 5.580 -0.002 0.000 0.001
H 2.765 -2.446 0.470 0.009 0.006 0.000
H -3.842 -1.200 4.340 0.001 0.002 0.000